Record 1
This record from OMol25 describes the molecule BrFH2NPS in a non-equilibrium geometry. The level of theory is wB97M-V/def2-TZVPD.

Values from the calculation:
- multiplicity = 1
- maximum force (eV Å⁻¹) = 4.85
- gap between HOMO and LUMO (eV) = 8.538
- SMILES = N[P@@](F)(=S)Br

Positions of all 7 atoms, in Å:
N  0.137  -0.438  -0.190
P  -0.306  -1.221  -1.536
F  -1.887  -0.939  -1.886
S  0.850  -0.751  -3.386
Br  -0.620  -3.238  -0.733
H  0.846  0.342  -0.243
H  -0.111  -1.029  0.650

Cartesian forces, eV/Å:
0.12 -0.17 0.77
0.20 1.05 -4.74
2.05 -0.12 0.77
-2.17 -1.03 3.86
0.14 0.01 -0.24
-1.27 -1.48 0.43
0.94 1.74 -0.85

Here are the Löwdin charges for atoms 1 to 5, given in e: -0.207, -0.003, -0.327, -0.011, 0.396

Record 2
This record from OMol25 describes a cluster of 5 separate species, C24H37FN4OPS in total in a non-equilibrium geometry. The level of theory is wB97M-V/def2-TZVPD.

Values from the calculation:
- multiplicity = 1
- maximum force (eV Å⁻¹) = 12.09
- total charge = -1
- gap between HOMO and LUMO (eV) = 6.458

Positions of all 69 atoms, in Å:
C  -1.018  0.393  4.016
C  -0.877  -0.401  2.838
P  -0.695  -1.882  1.604
S  1.082  -2.429  2.687
C  0.406  -0.753  0.538
O  0.445  0.567  1.177
C  1.778  1.161  1.226
C  1.846  2.276  0.010
C  -2.329  -1.469  0.723
C  -2.551  -0.006  0.076
C  -2.188  0.446  -1.494
C  -2.457  1.898  -2.171
C  -3.168  3.098  -1.306
C  -3.601  2.723  0.236
C  -3.318  1.221  0.921
C  -3.903  1.072  2.449
C  -0.364  -3.464  0.527
F  -1.537  -4.377  0.800
C  -0.289  -3.235  -1.062
C  1.248  -3.146  -1.702
H  -1.403  1.059  4.899
H  -1.438  -2.744  2.487
H  2.109  -2.874  1.846
H  1.494  -1.247  0.539
H  0.131  -0.599  -0.569
H  1.832  1.789  2.240
H  2.680  0.422  1.264
H  1.022  2.078  -0.796
H  1.586  3.323  0.507
H  2.942  2.322  -0.395
H  -2.680  -2.268  -0.094
H  -3.171  -1.579  1.568
H  -1.679  -0.397  -2.169
H  -2.141  2.078  -3.305
H  -3.361  4.120  -1.846
H  -4.141  3.587  0.858
H  -3.812  0.004  2.915
H  -3.257  1.804  3.127
H  -4.996  1.503  2.442
H  0.577  -4.070  0.869
H  -0.863  -2.305  -1.499
H  -0.776  -4.188  -1.592
H  2.040  -3.252  -0.843
H  1.404  -2.048  -2.143
H  1.398  -3.878  -2.602
C  6.587  0.418  0.728
C  5.490  -0.492  0.202
N  4.579  -1.248  -0.235
H  7.363  0.545  -0.033
H  6.171  1.398  0.979
H  7.036  -0.019  1.624
C  -5.886  2.981  5.397
C  -4.767  3.677  4.639
N  -3.838  4.254  4.011
H  -5.476  2.432  6.248
H  -6.605  3.720  5.762
H  -6.403  2.279  4.736
C  2.718  1.704  -3.771
C  3.799  2.446  -3.002
N  4.696  3.061  -2.364
H  3.157  1.194  -4.633
H  2.242  0.962  -3.124
H  1.960  2.409  -4.122
C  2.178  -3.465  -5.744
C  2.229  -2.158  -4.970
N  2.271  -1.074  -4.327
H  1.811  -4.267  -5.098
H  1.507  -3.364  -6.602
H  3.177  -3.725  -6.103

Cartesian forces, eV/Å:
0.08 -5.06 -7.44
-1.82 6.21 10.22
-0.30 -0.17 -1.35
2.92 -0.75 2.19
2.16 0.66 -1.33
2.32 -1.14 -0.71
-0.41 1.82 0.42
0.32 0.38 1.11
-3.54 0.89 -1.09
-1.67 4.76 -1.59
-1.03 1.68 1.49
-1.00 -0.77 3.71
0.82 -4.71 1.65
1.59 -1.93 -2.57
0.64 0.69 -2.88
0.84 1.08 -0.45
-0.08 -1.23 -1.67
1.63 1.12 -0.67
0.11 -1.17 -1.82
-0.31 1.56 0.36
1.09 -1.66 -2.30
0.23 0.39 0.10
-1.20 0.48 0.42
-2.32 1.24 -0.15
0.06 -0.26 1.54
-0.23 -1.49 -2.02
-1.90 0.98 -0.42
1.75 0.14 1.42
0.57 -2.12 -1.22
-2.19 0.03 0.43
1.05 1.67 1.68
1.82 0.37 -1.78
-1.22 2.10 1.55
-0.76 -0.49 2.78
0.34 -2.15 1.46
1.34 -2.28 -1.31
-0.26 2.07 -1.17
-1.34 -1.70 -1.48
1.93 -1.06 0.02
-2.05 1.01 -0.73
0.93 -1.86 1.30
0.82 1.96 1.29
-1.34 -0.12 -1.87
-0.27 -2.48 1.04
-0.18 1.13 1.94
-0.92 -0.74 -0.42
-6.03 -4.99 -2.91
7.32 6.02 3.48
-0.22 -0.07 0.05
-0.05 -0.20 -0.11
-0.17 -0.02 -0.16
0.94 0.55 -0.65
6.14 3.88 -4.14
-7.51 -4.53 5.10
0.04 0.11 -0.19
0.19 -0.04 -0.11
0.19 0.13 0.02
0.91 0.84 0.75
5.88 4.10 4.14
-7.04 -4.90 -5.12
0.00 0.13 0.31
0.25 0.25 -0.08
0.18 0.03 0.15
0.04 1.08 0.66
0.29 7.19 4.21
-0.40 -9.10 -5.41
0.05 0.23 0.00
0.09 0.10 0.19
-0.13 0.15 0.13

Here are the Löwdin charges for atoms 1 to 5, given in e: -0.011, -0.255, 0.254, 0.410, -0.368

Record 3
This record from OMol25 describes the molecule C8H6Cl2 in a non-equilibrium geometry. The level of theory is wB97M-V/def2-TZVPD.

Values from the calculation:
- multiplicity = 1
- maximum force (eV Å⁻¹) = 2.27
- gap between HOMO and LUMO (eV) = 10.314
- SMILES = ClC1(Cl)Cc2ccccc21

Positions of all 16 atoms, in Å:
Cl  2.820  1.250  0.822
C  1.943  0.086  -0.169
Cl  2.999  -1.248  -0.627
C  1.109  0.816  -1.456
C  -0.112  0.389  -0.687
C  -1.483  0.464  -0.700
C  -2.139  -0.154  0.364
C  -1.451  -0.817  1.370
C  -0.058  -0.887  1.386
C  0.574  -0.259  0.341
H  1.286  0.308  -2.397
H  1.300  1.881  -1.528
H  -2.033  0.973  -1.475
H  -3.218  -0.116  0.413
H  -2.006  -1.290  2.165
H  0.468  -1.396  2.178

Cartesian forces, eV/Å:
0.13 0.12 0.15
-1.04 0.96 -1.77
0.01 -0.13 -0.01
1.10 -0.78 1.50
0.34 -0.33 0.49
-0.09 -0.03 0.07
-0.13 0.09 -0.16
0.21 -0.12 0.14
-0.09 0.00 0.04
-0.34 0.22 -0.37
0.05 -0.06 -0.12
0.05 0.09 -0.01
-0.09 0.06 -0.10
-0.08 -0.02 -0.01
-0.10 -0.03 0.08
0.07 -0.04 0.08

Here are the Löwdin charges for atoms 1 to 5, given in e: 0.618, -1.124, 0.611, -0.064, -0.200

Record 4
This record from OMol25 describes a structure of composition C2H11AlBrCaCl3Li2NaO9P2S in a non-equilibrium geometry. The level of theory is wB97M-V/def2-TZVPD.

Values from the calculation:
- multiplicity = 1
- maximum force (eV Å⁻¹) = 3.99
- total charge = +1
- gap between HOMO and LUMO (eV) = 1.955

Positions of all 34 atoms, in Å:
O  -1.361  -0.076  0.969
P  -0.885  -0.596  -0.346
O  0.260  -1.775  0.029
O  0.022  0.483  -1.159
Al  -2.612  -1.663  -1.585
P  -4.730  -0.683  -1.337
O  -4.644  0.708  -0.347
Cl  -5.949  -2.046  -0.245
H  0.234  -2.344  -0.782
H  -0.486  1.291  -1.326
H  -2.275  -1.829  -3.164
H  -2.671  -3.139  -0.986
H  -5.536  1.070  -0.401
Na  -3.937  0.773  1.622
C  3.349  3.350  1.818
S  1.572  3.369  2.015
O  1.297  3.693  3.478
C  1.301  1.613  1.849
H  3.720  4.366  1.937
H  3.797  2.703  2.572
H  3.590  2.994  0.817
H  1.875  1.077  2.607
H  1.606  1.314  0.845
H  0.240  1.398  1.976
Ca  -2.898  0.097  -3.765
Cl  0.884  -3.906  0.929
Br  1.668  -5.084  2.814
O  2.008  -1.573  -4.251
Cl  1.871  -2.381  -3.089
O  0.532  -2.157  -2.510
O  2.880  -1.982  -2.095
O  2.027  -3.756  -3.388
Li  1.340  5.349  4.589
Li  1.912  -0.658  -0.090

Cartesian forces, eV/Å:
-0.20 1.02 0.77
-1.14 -1.75 -0.24
-0.45 2.44 -0.85
1.13 -0.02 0.81
0.46 -1.48 1.10
-0.06 0.16 -1.68
-0.68 -0.51 0.24
0.20 0.35 0.55
0.56 0.19 -0.32
-0.17 0.06 -0.27
-0.26 -0.01 0.18
0.10 0.08 0.15
-0.10 0.37 -0.21
0.87 -0.46 0.24
0.12 0.02 0.23
-0.01 0.01 -0.38
0.24 0.81 0.48
-0.04 -0.22 0.49
-0.02 0.03 -0.07
-0.04 -0.03 0.01
-0.05 0.04 -0.04
0.03 0.09 0.04
-0.12 0.35 -0.04
-0.02 -0.03 -0.16
-0.20 1.27 -0.98
1.27 -2.25 3.04
-0.80 1.05 -2.13
-0.08 0.28 -0.05
0.11 -0.03 -0.06
0.17 -0.07 0.00
-0.59 0.46 0.63
0.03 -0.30 0.07
-0.08 -0.91 -0.49
-0.15 -1.02 -1.08

Here are the Löwdin charges for atoms 1 to 5, given in e: -0.400, 0.384, -0.546, -0.292, -0.146

Record 5
This record from OMol25 describes a cluster of 6 separate species, C35H41N3O17 in total in a non-equilibrium geometry. The level of theory is wB97M-V/def2-TZVPD.

Values from the calculation:
- multiplicity = 1
- maximum force (eV Å⁻¹) = 1.85
- gap between HOMO and LUMO (eV) = 7.979
- SMILES = CCNc1c(CC=O)c(O)c(Cc2ccccc2C)c2nccnc12.O=C1OCCO1.O=C1OCCO1.O=C1OCCO1.O=C1OCCO1.O=C1OCCO1

Positions of all 96 atoms, in Å:
C  8.819  -2.124  0.827
C  7.608  -2.820  0.164
N  7.438  -2.278  -1.208
C  6.096  -1.915  -1.498
C  5.311  -2.720  -2.302
C  5.797  -4.022  -2.912
C  4.814  -5.203  -2.726
O  4.705  -5.809  -1.688
C  3.978  -2.260  -2.586
O  3.177  -3.036  -3.428
C  3.473  -1.083  -2.092
C  2.060  -0.687  -2.493
C  0.974  -0.858  -1.413
C  0.040  0.179  -1.295
C  -1.011  0.140  -0.386
C  -1.183  -0.941  0.474
C  -0.257  -1.982  0.365
C  0.794  -1.960  -0.556
C  1.712  -3.187  -0.603
C  4.287  -0.263  -1.245
N  3.728  0.891  -0.769
C  4.577  1.576  -0.038
C  5.919  1.180  0.241
N  6.455  0.056  -0.178
C  5.600  -0.678  -0.948
H  8.750  -1.027  0.795
H  8.949  -2.428  1.880
H  9.746  -2.401  0.297
H  7.781  -3.907  0.192
H  6.715  -2.509  0.726
H  7.818  -2.891  -1.914
H  5.914  -3.873  -4.005
H  6.774  -4.358  -2.539
H  4.216  -5.507  -3.621
H  3.427  -2.752  -4.320
H  2.067  0.387  -2.750
H  1.710  -1.207  -3.396
H  0.075  1.066  -1.937
H  -1.739  0.951  -0.342
H  -1.986  -1.044  1.195
H  -0.354  -2.855  1.020
H  1.650  -3.700  -1.571
H  2.734  -2.847  -0.373
H  1.444  -3.865  0.224
H  4.225  2.524  0.389
H  6.548  1.845  0.844
O  -3.786  0.116  0.715
C  -4.585  0.799  0.155
O  -4.467  2.142  0.003
C  -5.490  2.558  -0.914
C  -6.521  1.471  -0.773
O  -5.729  0.337  -0.408
H  -5.882  3.537  -0.641
H  -5.067  2.614  -1.913
H  -7.237  1.674  0.025
H  -7.064  1.288  -1.692
O  -9.036  0.407  -0.859
C  -9.659  0.175  0.128
O  -10.713  0.913  0.555
C  -11.328  0.205  1.632
C  -10.201  -0.656  2.144
O  -9.403  -0.852  0.973
H  -11.706  0.894  2.385
H  -12.161  -0.383  1.239
H  -9.599  -0.151  2.902
H  -10.546  -1.608  2.542
O  12.171  -3.929  2.390
C  11.580  -4.238  3.370
O  10.490  -3.581  3.851
C  9.933  -4.380  4.896
C  11.113  -5.204  5.347
O  11.902  -5.295  4.162
H  9.530  -3.753  5.689
H  9.128  -4.991  4.482
H  11.698  -4.707  6.124
H  10.826  -6.193  5.699
O  -5.224  3.956  -3.181
C  -5.176  5.144  -3.170
O  -5.817  5.947  -4.054
C  -5.704  7.290  -3.580
C  -4.471  7.230  -2.713
O  -4.471  5.872  -2.268
H  -5.603  7.987  -4.409
H  -6.604  7.541  -3.013
H  -3.554  7.417  -3.274
H  -4.516  7.915  -1.869
O  -9.828  3.253  3.803
C  -8.946  3.794  3.219
O  -9.078  4.376  1.998
C  -7.879  5.106  1.734
C  -6.872  4.405  2.609
O  -7.674  3.909  3.681
H  -7.623  5.062  0.677
H  -8.029  6.150  2.019
H  -6.396  3.559  2.106
H  -6.101  5.077  2.979

Cartesian forces, eV/Å:
0.41 -0.26 0.08
0.95 1.52 0.44
-0.57 -0.13 0.34
0.53 -0.65 -0.31
-0.60 0.50 0.24
-0.41 -0.24 -0.67
0.03 -0.08 0.25
0.11 0.43 -0.51
0.65 0.42 0.06
0.70 0.17 -0.08
-0.44 -0.55 -0.61
-0.40 0.50 0.48
-0.35 0.45 0.20
-0.30 0.16 0.05
-0.55 0.08 0.31
0.99 -0.72 -0.27
-0.18 0.24 0.07
0.50 -0.66 -0.27
-0.17 0.71 0.74
-0.96 -0.61 -0.53
1.45 -0.16 0.36
-0.19 0.54 0.22
0.17 0.04 0.21
-1.10 0.65 -0.17
0.45 -0.65 -0.21
-0.27 -0.43 -0.10
-0.10 0.00 -0.38
-0.28 0.05 0.19
-0.48 0.24 -0.13
0.19 -0.62 -0.12
-0.04 0.03 0.12
-0.02 -0.08 0.39
-0.40 0.19 0.13
0.28 0.17 0.33
-0.29 -0.29 0.01
0.02 -0.40 0.16
0.44 -0.04 0.33
0.32 -0.36 0.10
0.32 -0.12 -0.08
0.14 0.36 -0.28
0.04 0.27 -0.26
0.24 0.08 0.32
-0.19 -0.41 -0.38
-0.04 0.07 -0.52
0.08 -0.33 -0.17
-0.22 -0.24 -0.17
-0.42 0.20 0.05
-0.06 -0.16 0.07
-0.15 -0.27 0.20
0.10 -0.16 -0.11
-0.07 0.22 -0.11
0.32 0.26 0.13
0.22 0.03 0.11
-0.07 -0.25 0.55
0.04 -0.03 0.01
0.04 -0.19 0.06
-0.37 -0.17 0.06
-0.01 -0.01 -0.14
0.23 -0.19 -0.02
-0.39 0.07 0.27
0.01 -0.16 0.40
-0.14 0.24 -0.13
0.10 0.16 -0.14
0.06 -0.02 -0.04
-0.01 0.04 -0.05
0.13 -0.08 -0.17
-0.03 -0.01 0.03
0.13 0.09 -0.24
0.23 -0.26 0.09
-0.38 0.06 0.19
0.02 -0.20 0.35
-0.19 0.21 -0.06
0.05 0.15 -0.14
0.05 -0.02 -0.02
-0.01 0.03 -0.04
0.12 -0.06 -0.16
-0.01 0.74 -0.77
0.02 -0.15 -0.17
0.17 -0.07 0.25
-0.18 0.35 -0.11
0.21 0.36 0.11
-0.21 -0.06 -0.18
-0.03 -0.18 -0.11
0.02 -0.04 0.02
-0.03 -0.05 -0.02
0.02 -0.19 0.11
0.02 -0.04 -0.06
-0.10 -0.10 0.10
0.14 -0.08 0.24
0.05 0.24 -0.25
0.52 0.00 -0.07
-0.33 0.09 -0.23
-0.19 -0.11 -0.01
-0.02 -0.03 0.04
-0.01 0.02 0.00
-0.06 -0.09 0.19

Here are the Löwdin charges for atoms 1 to 5, given in e: -0.102, -0.235, -0.001, -0.161, -0.079

Record 6
This record from OMol25 describes the molecule C5H5NOS in a non-equilibrium geometry. The level of theory is wB97M-V/def2-TZVPD.

Values from the calculation:
- multiplicity = 1
- maximum force (eV Å⁻¹) = 3.84
- gap between HOMO and LUMO (eV) = 8.777
- SMILES = O/C=C1\C=NC=C1S

Positions of all 13 atoms, in Å:
O  2.252  1.140  -1.415
C  1.331  0.958  -0.442
C  0.290  0.044  -0.195
C  -0.343  -0.802  -1.243
N  -1.539  -1.099  -0.959
C  -1.744  -0.558  0.453
C  -0.677  0.115  0.895
S  -0.381  0.810  2.483
H  2.078  0.404  -2.027
H  1.507  1.797  0.359
H  0.150  -1.135  -2.134
H  -2.484  -1.088  1.028
H  -0.439  -0.588  3.197

Cartesian forces, eV/Å:
-1.55 -1.59 0.14
-0.85 1.30 3.27
2.48 1.79 -2.32
1.21 1.08 1.10
-1.28 0.17 2.71
0.24 -1.97 -2.07
0.27 0.14 -0.52
-0.26 -3.23 1.51
0.52 0.31 -0.39
-0.43 -1.82 -1.44
0.03 0.03 -0.63
-0.60 0.63 0.01
0.22 3.15 -1.37

Here are the Löwdin charges for atoms 1 to 5, given in e: 0.053, -0.095, -0.228, -0.169, 0.068

> What is the multiplicity in the third record?

1

> What is the formula in the fourth record?

C2H11AlBrCaCl3Li2NaO9P2S

> Which value of gap between HOMO and LUMO does entry 3 give?

10.314 eV